# C4H10BrP

A 2-piece molecular cluster, C4H10BrP overall at a distorted geometry (ωB97M-V with the def2-TZVPD basis set, OMol25).

Calculated values
Energy relative to the best compared isomer or geometry (same formula, charge and spin) ... 3.6420 eV
Gap between HOMO and LUMO (spin up / spin down) ... 7.54 / 8.26 eV
Net charge ... 0
LUMO energy (spin up / spin down) ... -0.59 / -1.01 eV
Multiplicity ... 1
Strongest force on any atom ... 2.51 eV/A

Geometry (Å):
Br -1.79 -2.78 0.69
P -1.75 -0.59 0.89
C -0.17 -0.11 -0.12
C 0.02 1.37 0.13
C -0.43 -0.18 -1.59
C 0.99 -0.90 0.39
H 1.06 -1.90 0.01
H 1.10 1.52 0.20
H 1.07 -0.97 1.50
H -0.50 -1.28 -1.94
H -0.30 1.68 1.20
H -0.59 1.99 -0.60
H -1.38 0.44 -1.71
H 1.87 -0.42 0.10
H 0.38 1.66 2.80
H 0.41 0.46 -1.97

Results of the Mulliken charge analysis, in e, for atoms 1 through 4: Br -0.197; P 0.125; C 1.253; C -1.332